Below is a molecular structure, C22H50LaN3OP3 in a non-equilibrium geometry, with properties calculated with ωB97M-V with the def2-TZVPD basis set.

Structure (XYZ):
```
80
Properties=species:S:1:pos:R:3:forces:R:3
La 0.092743 -0.339662 -0.113950 -0.3 0.9 0.6
P 0.821564 -3.023920 -1.067407 0.6 -1.6 -0.8
P 3.040154 -0.257277 0.574123 1.9 0.3 0.9
P -2.791778 0.239191 -0.849541 -1.8 0.8 0.0
H 2.448219 4.200602 -0.618658 -0.4 0.2 0.2
C 1.382019 4.257752 -0.367602 -0.7 -0.8 0.0
C 0.898561 4.497946 0.860347 -0.1 -0.3 -0.2
H 1.535857 4.680201 1.735079 -0.2 0.1 -0.5
C 1.602062 -2.464423 -2.655340 -0.2 0.2 0.0
C 1.929286 -4.358110 -0.458370 0.0 0.5 0.8
C -0.623527 -4.079486 -1.464921 -0.4 0.5 0.3
C 3.475562 1.302303 1.451083 -0.3 0.4 0.0
C 3.717234 -1.465389 1.795232 -0.3 -0.4 0.0
C 4.444654 -0.233223 -0.594491 -0.2 -0.4 -0.7
C -3.215111 1.885066 -0.123914 0.5 0.4 0.2
C -4.314691 -0.554869 -0.179674 0.1 -0.9 0.0
C -3.116318 0.374549 -2.650339 0.3 -0.1 -0.3
H 0.669778 4.002169 -1.186848 0.7 0.5 0.5
H -0.194397 4.519468 1.032556 0.7 0.1 -0.1
H 1.685037 -3.288151 -3.377985 -0.1 0.2 0.2
H 2.613672 -2.072496 -2.462445 -0.3 -0.2 0.1
H 1.021481 -1.652017 -3.130077 0.0 -0.4 0.0
H 1.996292 -5.214505 -1.143272 -0.1 0.4 0.0
H 1.488769 -4.695675 0.493018 0.2 -0.1 -0.3
H 2.921848 -3.957064 -0.233700 -0.1 -0.2 -0.1
H -0.369824 -4.956855 -2.067229 0.1 0.3 0.0
H -1.406276 -3.491840 -1.943799 -0.1 -0.1 -0.2
H -1.028686 -4.419432 -0.497134 0.2 0.0 -0.3
H 4.535848 1.505928 1.254632 -0.3 0.1 0.1
H 3.334733 1.192628 2.532015 0.1 0.1 -0.3
H 2.872627 2.146407 1.089341 0.2 -0.1 0.2
H 4.814879 -1.467962 1.695523 -0.4 0.0 0.1
H 3.322414 -2.471067 1.585606 0.3 0.2 0.2
H 3.446108 -1.185765 2.825328 0.2 -0.2 -0.5
H 5.320670 0.157604 -0.067484 -0.2 -0.1 -0.1
H 4.213762 0.414955 -1.441851 0.2 0.0 0.0
H 4.679691 -1.240981 -0.963676 -0.1 0.3 0.0
H -3.944998 2.414431 -0.752361 0.3 -0.1 0.1
H -2.321384 2.505407 0.026860 -0.3 0.1 -0.2
H -3.674952 1.740472 0.867047 0.2 0.0 -0.4
H -5.218107 -0.189420 -0.692029 0.4 -0.1 0.0
H -4.424470 -0.317233 0.885605 0.1 0.0 -0.5
H -4.256777 -1.648746 -0.254989 -0.2 0.2 -0.1
H -4.164293 0.619417 -2.851031 0.1 0.0 0.2
H -2.902923 -0.601454 -3.106735 -0.1 0.2 0.0
H -2.478074 1.112100 -3.171469 -0.2 -0.3 0.5
C 0.242774 1.414164 -4.115365 -1.0 0.2 -1.1
C 0.912218 0.643196 -5.075349 -0.6 -0.1 0.5
C 0.522817 0.743196 -6.419437 0.9 0.4 0.8
C -0.279474 1.800427 -6.832362 -0.6 -0.2 0.4
C -0.955855 2.574626 -5.875799 1.3 -0.6 0.6
C -0.672537 2.392478 -4.490308 -0.5 0.0 -1.1
O 0.279216 1.074389 -2.733899 2.5 -1.4 1.0
H 1.131984 0.533506 -2.650031 -1.3 1.2 -0.5
H 1.728271 -0.017035 -4.765191 -0.4 -0.2 -0.2
H 0.903846 -0.001378 -7.107891 0.2 0.4 -0.2
H -0.380980 1.987118 -7.897460 -0.4 -0.1 0.2
H -1.689251 3.285805 -6.216332 0.0 0.3 0.2
H -1.205595 3.013784 -3.768573 0.2 -0.3 0.0
C -3.352042 -0.978880 3.191180 -0.2 0.0 -0.5
N -2.208501 -0.645504 4.026641 0.7 0.2 -0.5
C -2.555698 -0.111997 5.335679 -1.1 0.4 0.7
C -1.006005 -0.363726 3.471031 -0.1 -0.2 0.0
N -0.823744 -0.398860 2.117872 -0.1 -0.4 -0.6
N 0.057869 -0.047218 4.234713 -0.7 0.0 -1.1
C 0.056548 0.030396 5.675698 0.6 -0.1 1.2
C 1.224301 0.505597 3.599477 1.0 0.4 -0.1
H -4.206502 -1.146401 3.859092 0.3 -0.2 -0.4
H -3.173685 -1.887021 2.583327 -0.1 0.4 0.3
H -3.603600 -0.120107 2.527506 0.1 -0.5 0.5
H -2.263003 -0.796052 6.140580 -0.3 0.5 -0.2
H -2.157541 0.902797 5.465194 -0.3 -0.5 0.1
H -3.646734 -0.015992 5.375951 0.3 0.0 0.0
H -1.708619 -0.647071 1.651645 -0.1 0.1 0.7
H 1.095007 -0.021567 6.019350 -0.2 -0.1 -0.1
H -0.352765 1.001101 5.986206 0.3 -0.5 0.3
H -0.468169 -0.817207 6.133892 0.4 0.5 -0.2
H 1.892412 -0.264573 3.182220 -0.5 0.1 0.2
H 0.966987 1.204270 2.793932 0.0 0.0 0.2
H 1.817136 1.052201 4.361774 -0.4 -0.2 -0.6
```
Positions in Å, forces in eV/Å.

Results
Charge: +3
Max |F| in eV Å⁻¹: 3.00
E_HOMO in eV: -15.952
Total energy in hartree: -2162.47852
HOMO-LUMO gap in eV: 6.31
Relative energy (zero: lowest compared OMol25 entry of this formula, charge and spin) in kJ/mol: 72.3
E_LUMO in hartree: -0.35449

Below is a molecular structure, C22H50O26S5 in a non-equilibrium geometry, with properties calculated with ωB97M-V with the def2-TZVPD basis set.

Structure (XYZ):
```
103
Properties=species:S:1:pos:R:3:forces:R:3
C -1.606239 -4.409459 -4.958299 1.9 -1.2 -1.0
O -1.534905 -4.923385 -3.622726 -0.4 1.0 -0.4
C -2.018233 -6.258569 -3.549142 -0.3 0.7 -1.1
C -2.005924 -6.764265 -2.153173 -0.9 0.8 0.6
O -0.733243 -6.589025 -1.592221 0.2 -0.5 0.4
C -0.540641 -7.449151 -0.459608 -0.6 -1.1 -1.8
H -0.788772 -4.957713 -5.579384 -1.5 0.6 0.7
H -1.361379 -3.343118 -5.121028 -0.1 -0.4 1.1
H -2.590490 -4.552575 -5.397915 -0.1 -0.3 -0.1
H -1.343222 -6.895035 -4.114025 0.1 -0.2 -0.5
H -3.045929 -6.317932 -4.012032 0.8 -0.1 0.5
H -2.297288 -7.810183 -2.234494 0.0 -0.4 0.2
H -2.745571 -6.223069 -1.520256 0.2 -0.3 -0.3
H -1.519944 -7.691191 0.010396 0.8 0.5 0.2
H 0.189650 -6.966520 0.145095 0.3 0.2 0.9
H -0.123358 -8.419631 -0.840980 -0.2 0.6 0.5
C 6.287935 3.325458 -5.731726 1.1 -0.6 0.1
O 6.729324 3.395792 -4.404653 -0.4 -1.5 -0.3
C 5.914365 4.183782 -3.620333 2.4 1.8 1.4
C 6.544881 4.254909 -2.216000 0.7 0.0 -0.8
O 6.306745 3.142486 -1.417542 -0.5 -0.6 -0.1
C 7.177695 2.953136 -0.314722 -1.4 -0.2 -0.5
H 7.003268 2.659555 -6.204954 -0.1 -0.1 -0.4
H 6.371665 4.295307 -6.186867 -0.2 0.6 -0.5
H 5.297161 2.907220 -5.846044 -0.5 0.0 0.1
H 4.857477 3.966149 -3.597287 -0.4 -0.3 -0.2
H 6.153711 5.222811 -3.956413 -1.1 -0.1 0.0
H 6.070235 5.134661 -1.811473 0.1 0.6 0.8
H 7.669395 4.402027 -2.333562 -1.3 0.1 0.0
H 6.552849 2.682152 0.526179 0.0 -0.7 0.2
H 7.631692 3.844358 0.009533 0.9 1.4 0.1
H 7.912697 2.226713 -0.598293 0.5 -0.6 0.2
C 0.004363 2.916457 5.115577 -1.1 1.4 -0.1
O -0.791727 1.739178 5.109920 1.5 0.4 -0.6
C -1.916957 1.782854 5.919376 0.2 -1.6 0.2
C -2.783625 0.621733 5.430948 -1.5 0.3 1.1
O -2.187308 -0.633442 5.487207 0.9 -0.8 -0.4
C -1.981468 -1.174372 6.773482 0.6 1.0 0.9
H 0.912753 2.763269 4.535247 0.3 -0.5 0.7
H 0.099962 3.287623 6.170752 0.5 -0.3 -0.9
H -0.460805 3.763941 4.516618 -0.1 -0.8 0.8
H -2.447362 2.665881 5.728543 -1.0 1.6 -0.1
H -1.641625 1.740898 6.998014 -0.2 -0.1 -0.5
H -3.109559 0.786045 4.397336 0.4 0.0 0.1
H -3.747413 0.594846 6.014006 0.7 0.2 -0.2
H -1.665104 -2.215670 6.707306 -0.5 0.0 -0.4
H -2.944449 -1.047958 7.312121 0.7 -0.3 0.2
H -1.103637 -0.703139 7.351636 -1.4 -0.1 -0.8
C 2.429789 0.874943 -1.726258 1.1 -1.6 1.0
C 3.799267 0.669625 -1.048262 1.0 -1.2 0.8
O 3.714365 1.496060 0.182237 -0.3 0.2 -0.3
S 2.786466 2.732139 -0.059058 -0.5 -0.6 -1.9
O 3.484821 3.943119 -0.260866 0.3 0.3 0.3
O 1.665262 2.712145 0.814926 -0.1 -0.2 0.3
O 2.317561 2.255293 -1.564577 -1.2 1.6 0.5
H 1.719582 0.243450 -1.130264 0.1 1.0 -0.4
H 2.329622 0.570591 -2.779026 0.4 0.5 0.3
H 4.741955 1.001665 -1.528077 -0.9 -0.1 -0.3
H 3.917069 -0.341276 -0.627397 0.0 0.4 -0.4
C -0.024936 0.176234 2.636976 1.2 1.5 -0.2
C -0.075348 -1.235375 3.162388 -2.9 -0.5 -0.7
O 1.194749 -1.817674 2.875360 -1.0 -1.9 0.4
S 2.252642 -0.788124 2.461262 1.8 0.0 -3.6
O 2.413825 -0.909212 1.014005 -0.4 0.0 1.4
O 3.450392 -0.896276 3.212008 -0.4 0.2 0.6
O 1.436785 0.473205 2.773499 -0.6 1.0 0.9
H -0.522322 0.920768 3.286647 0.2 -0.7 -0.4
H -0.216432 0.412942 1.591590 -0.4 -0.6 -0.1
H -1.032268 -1.826552 2.719934 2.7 1.1 1.0
H -0.146310 -1.139969 4.230276 -0.3 -0.4 0.5
C -0.408571 -3.404332 -0.501785 2.2 0.2 1.1
C -0.717250 -2.427913 -1.593814 1.6 0.8 -1.1
O -2.030123 -1.941478 -1.398547 -1.7 0.2 0.1
S -2.688014 -2.642840 -0.159326 2.4 -3.4 -0.1
O -3.276554 -3.892887 -0.545548 -0.1 1.0 0.0
O -3.333088 -1.759912 0.694058 -1.5 1.9 1.0
O -1.267760 -3.006598 0.586139 -0.9 -0.1 -1.0
H 0.650774 -3.203982 -0.193283 -0.9 -0.2 0.1
H -0.426826 -4.450181 -0.773758 -0.9 -0.3 0.0
H -0.618010 -2.931502 -2.588909 0.0 0.9 0.8
H -0.101392 -1.506413 -1.399987 -0.2 -1.0 -0.9
C -5.481435 0.564250 0.325118 -1.5 0.5 0.6
C -6.549175 1.560199 -0.264403 2.7 0.5 0.7
O -6.415907 2.750447 0.567550 -0.9 0.4 0.7
S -5.320792 2.592343 1.711820 -0.7 -0.5 1.5
O -5.678249 3.051220 3.039189 -0.2 -0.6 -2.3
O -4.096598 3.021195 1.160621 1.2 0.8 -0.4
O -5.342505 1.021231 1.689250 0.0 -0.2 0.5
H -4.512855 0.507689 -0.126212 0.3 0.2 -0.6
H -5.950862 -0.394403 0.448696 0.2 -0.6 -0.3
H -7.515963 1.147082 -0.204959 -1.2 -0.2 0.3
H -6.318071 1.929013 -1.241549 0.1 -0.3 -0.7
C -1.564958 3.632781 -2.113801 -1.8 1.0 0.0
C -1.465890 2.880482 -0.784972 0.7 -0.9 0.6
O -1.131996 1.531148 -1.283887 -0.4 -0.6 0.3
S -2.010326 1.257489 -2.600885 2.0 0.9 0.7
O -3.362906 1.232665 -2.225879 -1.8 -0.4 0.2
O -1.424645 0.210003 -3.361875 -0.1 0.6 0.1
O -1.714216 2.697966 -3.223881 0.2 -0.5 0.4
H -0.721627 4.251247 -2.362276 0.3 0.1 0.0
H -2.502626 4.224988 -2.048587 0.7 0.0 -0.4
H -2.419666 2.865433 -0.155887 1.4 -0.1 -1.1
H -0.570123 3.191999 -0.169937 -1.1 -0.4 -0.7
```
Positions in Å, forces in eV/Å.

Results
Max |F| in eV Å⁻¹: 4.21
E_HOMO in eV: -9.424
Total energy in hartree: -4815.11765
HOMO-LUMO gap in eV: 9.90
Relative energy (zero: lowest compared OMol25 entry of this formula, charge and spin) in kJ/mol: 0.0
E_LUMO in hartree: 0.01751